# 1
Molecular formula: H14O7
Method: DFT, ωB97M-V/def2-TZVPD

Structure (XYZ):
```
21
Properties=species:S:1:pos:R:3:forces:R:3
O 5.91653 -25.33719 26.36705 0.1 0.2 0.0
H 6.80528 -25.38888 25.99139 -0.1 -0.1 0.0
H 5.84526 -24.43192 26.69902 -0.1 -0.1 0.0
O 1.97650 -23.97963 26.84511 0.2 -0.1 0.1
H 2.27837 -24.84906 26.54225 -0.2 0.1 0.1
H 1.54812 -24.15067 27.68999 0.0 0.0 -0.1
O 0.32724 -26.91666 25.72300 0.2 -0.1 0.0
H 0.29223 -27.48525 24.94393 0.0 0.1 0.1
H 1.27209 -26.73154 25.85018 -0.4 0.0 -0.1
O 6.89586 -27.54335 28.11899 -0.4 0.0 -0.1
H 6.44964 -27.89929 28.89478 0.1 0.1 0.0
H 6.26148 -26.93016 27.70895 0.3 -0.1 0.1
O 3.95178 -29.08900 26.43176 0.1 -0.2 0.1
H 4.23205 -29.94846 26.09721 0.0 0.1 -0.1
H 4.25861 -29.07012 27.34381 0.0 0.0 0.0
O 2.25449 -28.34162 23.69066 0.0 0.2 0.3
H 2.92495 -29.03038 23.67085 0.0 0.0 0.0
H 2.50022 -27.76958 24.44017 0.0 -0.1 -0.6
O 3.24812 -26.48817 25.85160 0.5 -0.3 0.0
H 3.58171 -27.40487 25.99101 -0.1 0.6 0.1
H 4.04639 -25.93142 25.78550 -0.2 -0.3 -0.1
```
Forces are in eV/Å.

SMILES   O.O.O.O.O.O.O
Orbital gap   0.38739 Eh
E_tot   -535.07322 Ha
ΔE to the lowest compared entry with this formula, charge and spin   1.3774 eV

Löwdin analysis output, partial charges in e: O -0.0407; H 0.0718; H 0.0743; O -0.0622; H -0.0153; H 0.0370; O -0.0643; H 0.0236; H -0.0174; O -0.0686; H 0.0317; H -0.0021; O -0.0313; H 0.0711; H 0.0586; O -0.0550; H 0.0303; H -0.0091; O -0.0872; H 0.0152; H 0.0396

---

# 2
Molecular formula: C47H37N4O2RuS3
Method: DFT, ωB97M-V/def2-TZVPD

Structure (XYZ):
```
94
Properties=species:S:1:pos:R:3:forces:R:3
Ru 0.09500 -0.17524 0.33885 0.6 1.7 -2.7
N 3.16218 0.91169 3.15047 0.2 0.1 -0.1
C 2.14484 0.44113 2.44276 -0.7 -0.3 0.0
S 2.35786 0.21064 0.70691 1.1 0.1 0.7
N 1.02746 0.13703 3.10688 0.9 0.4 0.6
N 0.05406 -0.30651 2.34970 -2.9 -1.8 3.1
C -1.11564 -0.82299 2.94500 3.9 2.0 -0.5
C -1.36231 -0.75352 4.37175 -0.2 -0.1 0.7
C -2.57846 -0.23368 4.83887 0.2 0.0 -0.2
C -2.84455 -0.17441 6.19317 0.0 0.0 0.1
C -1.91093 -0.64922 7.10586 0.0 0.0 -0.1
C -0.70472 -1.17142 6.65702 -0.1 0.0 0.1
C -0.42218 -1.21420 5.30493 -0.1 -0.1 -0.3
C -1.98750 -1.41742 2.00062 -1.4 -1.0 -1.8
C -3.13940 -2.15098 2.33655 0.7 0.5 0.3
C -3.89172 -2.73799 1.34601 -0.1 -0.1 -0.7
C -3.49983 -2.62105 0.00980 -0.2 -0.1 0.5
C -2.34607 -1.91836 -0.27042 0.0 0.0 0.0
N -1.61392 -1.33120 0.67967 -1.6 -1.2 1.2
H 4.02859 1.15017 2.69669 0.0 0.0 0.1
H 3.07228 1.03048 4.14842 -0.1 0.0 -0.1
H -3.29229 0.16781 4.12991 -0.1 0.0 0.0
H -3.77765 0.24929 6.53868 0.0 0.0 0.0
H -2.12527 -0.61314 8.16535 0.0 0.0 0.0
H 0.01540 -1.55586 7.36652 0.0 0.0 0.0
H 0.50635 -1.64575 4.96156 0.0 0.0 0.0
H -3.40275 -2.27662 3.37609 0.0 0.1 0.0
H -4.77371 -3.30856 1.60400 0.0 0.0 0.0
H -4.06263 -3.08944 -0.78349 0.0 0.0 0.0
H -1.97367 -1.81910 -1.28285 0.0 0.0 0.0
C -1.37898 -0.64935 -8.27805 0.0 0.0 0.0
C -0.82388 -0.45807 -6.89686 0.0 0.0 -0.1
C -1.64424 -0.54426 -5.77810 -0.2 0.0 0.1
C -1.15322 -0.35554 -4.49349 0.0 0.0 0.0
C 0.19260 -0.08719 -4.34506 0.4 0.3 0.1
C 1.04596 -0.01983 -5.44194 0.1 0.0 0.1
C 0.53445 -0.19804 -6.71100 -0.1 0.0 0.0
S 0.98546 0.14529 -2.76661 0.5 0.0 -1.1
O -0.05362 -0.32861 -1.75977 -0.8 -0.5 0.1
C 1.20979 1.89168 -2.55914 -0.1 0.1 -0.1
C 2.54376 2.21534 -2.21548 0.0 -0.2 -0.1
C 2.91050 3.50854 -2.01482 0.0 0.0 0.0
C 1.96766 4.54373 -2.18033 -0.1 0.1 0.0
C 2.34436 5.90222 -2.02780 0.0 0.0 0.0
C 1.44584 6.90211 -2.24417 0.0 0.0 0.0
C 0.11886 6.59427 -2.62296 0.0 0.0 0.0
C -0.27998 5.29819 -2.75821 0.0 -0.1 0.1
C 0.63109 4.22512 -2.53514 -0.1 0.1 0.0
C 0.24024 2.86001 -2.69669 0.1 0.2 -0.1
C -1.17802 2.61285 -3.09195 -0.2 -0.2 0.5
C -1.55552 2.85886 -4.44913 0.1 -0.1 -0.1
C -0.58791 3.13602 -5.44430 0.0 0.1 -0.1
C -0.96636 3.36840 -6.73604 0.0 0.0 0.0
C -2.33006 3.35771 -7.10264 0.1 0.0 0.0
C -3.28313 3.09288 -6.16484 0.0 0.0 0.0
C -2.91775 2.82129 -4.82595 0.0 -0.1 0.0
C -3.89597 2.47474 -3.86612 -0.1 0.0 0.1
C -3.52984 2.18667 -2.58997 0.0 0.0 0.1
C -2.17453 2.29360 -2.19616 0.2 -0.2 0.1
S -2.03472 1.90050 -0.43231 0.1 0.8 -0.4
O -0.55058 1.88818 -0.00815 -0.1 -0.3 0.0
C -2.66526 3.38135 0.29959 -0.4 -0.4 0.1
C -1.99331 4.58837 0.22721 0.1 0.1 0.0
C -2.54482 5.68934 0.85813 0.1 0.0 -0.1
C -3.75076 5.60494 1.55337 0.0 0.0 0.0
C -4.34666 6.80845 2.22424 0.0 0.0 0.0
C -4.40034 4.37238 1.62013 0.0 0.0 0.0
C -3.86143 3.25798 1.00223 0.0 0.0 -0.1
H -2.46585 -0.58974 -8.28296 0.0 0.0 0.0
H -1.09134 -1.62579 -8.67235 0.0 0.0 0.0
H -0.98358 0.10406 -8.95998 0.0 0.0 0.0
H -2.70017 -0.74635 -5.91326 0.0 0.0 0.0
H -1.80835 -0.39236 -3.63158 0.0 0.0 0.0
H 2.10606 0.16409 -5.30352 0.0 0.0 0.0
H 1.19280 -0.14258 -7.56907 0.0 0.0 0.0
H 3.26844 1.41455 -2.13569 0.0 0.0 0.0
H 3.93172 3.75769 -1.75582 0.0 0.0 0.0
H 3.36600 6.13083 -1.75161 0.0 0.0 0.0
H 1.74651 7.93569 -2.13628 0.0 0.0 0.0
H -0.58229 7.39635 -2.81196 0.0 0.0 0.0
H -1.29937 5.07728 -3.04419 0.0 0.0 0.0
H 0.46075 3.16628 -5.17724 0.0 0.0 0.0
H -0.21400 3.57465 -7.48611 0.0 0.0 0.0
H -2.61478 3.55870 -8.12680 0.0 0.0 0.0
H -4.33335 3.07511 -6.42878 0.0 0.0 0.0
H -4.93654 2.43196 -4.16270 0.0 0.0 0.0
H -4.27255 1.91008 -1.84861 0.0 0.0 -0.1
H -1.05017 4.66568 -0.29560 0.0 0.0 0.0
H -2.02489 6.63825 0.80798 0.0 0.0 0.0
H -3.71466 7.68624 2.10889 0.0 0.0 0.0
H -4.48956 6.62386 3.28942 0.0 0.0 0.0
H -5.32613 7.03232 1.79947 0.0 0.0 0.0
H -5.33285 4.29023 2.16441 0.0 0.0 0.0
H -4.36579 2.30037 1.05842 0.0 0.0 0.0
```
Forces are in eV/Å.

Charge   +2
Orbital gap (spin up / spin down)   0.22086 / 0.21074 Eh
E_tot   -3471.61284 Ha
ΔE to the lowest compared entry with this formula, charge and spin   0.0000 eV
Multiplicity   6

Löwdin analysis output, partial charges in e: Ru 1.3439; N 0.1275; C -0.7669; S 0.6491; N 0.0035; N -0.1672; C -0.1084; C -0.1911; C -0.0377; C -0.0562; C -0.0469; C -0.0514; C -0.0191; C -0.1966; C 0.0332; C -0.0048; C -0.0098; C -0.1042; N -0.0659; H 0.1089; H 0.1292; H 0.1187; H 0.1145; H 0.1168; H 0.1159; H 0.1130; H 0.1273; H 0.1290; H 0.1218; H 0.1069; C -0.0293; C -0.2510; C -0.0150; C -0.0639; C -0.3765; C -0.0706; C -0.0180; S 1.0858; O -0.6677; C -0.3325; C -0.1046; C 0.0020; C -0.1358; C -0.0119; C -0.0439; C -0.0436; C -0.0226; C -0.0998; C -0.1277; C -0.1313; C -0.1236; C -0.0080; C -0.0401; C -0.0453; C -0.0139; C -0.1511; C 0.0051; C -0.0781; C -0.2904; S 1.0669; O -0.5998; C -0.3911; C -0.0406; C -0.0056; C -0.2426; C -0.0300; C -0.0207; C -0.0774; H 0.0821; H 0.0955; H 0.0877; H 0.1240; H 0.1067; H 0.1214; H 0.1289; H 0.1007; H 0.1289; H 0.1226; H 0.1167; H 0.1164; H 0.1232; H 0.1262; H 0.1172; H 0.1162; H 0.1225; H 0.1287; H 0.1112; H 0.1064; H 0.1233; H 0.0824; H 0.0930; H 0.0943; H 0.1264; H 0.1086